[1]
Formula: C4H12
Source: the OMol25 dataset
Level of theory: ωB97M-V with the def2-TZVPD basis set

CARTESIAN COORDINATES (ANGSTROEM)
C -2.646 0.476 -1.379
C -1.542 0.782 -0.365
H -2.513 -0.560 -1.699
H -3.652 0.587 -0.981
H -2.636 1.066 -2.289
H -0.794 -0.002 -0.280
H -1.896 1.049 0.578
H -0.892 1.566 -0.716
C 1.659 -1.261 0.873
C 2.529 0.005 0.924
H 1.756 -1.710 -0.109
H 1.957 -1.967 1.643
H 0.643 -1.007 1.162
H 3.370 -0.009 1.618
H 2.969 0.217 -0.053
H 1.978 0.912 1.170

Results
Lowest unoccupied orbital energy = 1.2 eV
Total energy = -159.5689 a.u.
Relative energy (zero: lowest compared OMol25 entry of this formula, charge and spin) = 42.3 kJ/mol
Highest occupied orbital energy = -11.5 eV
Net charge = 0
SMILES = CC.CC

***

[2]
Formula: C4H12
Source: the OMol25 dataset
Level of theory: ωB97M-V with the def2-TZVPD basis set

CARTESIAN COORDINATES (ANGSTROEM)
C 2.080 1.352 -0.233
C 1.306 0.772 -1.446
H 2.897 1.970 -0.606
H 1.394 1.978 0.338
H 2.538 0.630 0.434
H 1.993 0.584 -2.264
H 0.521 1.417 -1.823
H 0.862 -0.148 -1.088
C -1.627 -0.268 0.869
C -1.783 -1.794 0.797
H -0.626 0.101 1.066
H -1.965 0.096 -0.100
H -2.277 0.028 1.692
H -1.237 -2.260 -0.030
H -2.793 -2.191 0.740
H -1.284 -2.267 1.654

Results
Lowest unoccupied orbital energy = 1.1 eV
Total energy = -159.5749 a.u.
Relative energy (zero: lowest compared OMol25 entry of this formula, charge and spin) = 26.5 kJ/mol
Highest occupied orbital energy = -11.8 eV
Net charge = 0
SMILES = CC.CC

***

[3]
Formula: C4H12
Source: the OMol25 dataset
Level of theory: ωB97M-V with the def2-TZVPD basis set

CARTESIAN COORDINATES (ANGSTROEM)
C 1.906 -0.664 0.795
C 1.620 -1.169 -0.610
H 1.768 -1.495 1.491
H 2.988 -0.531 0.932
H 1.451 0.261 1.138
H 0.600 -1.532 -0.658
H 1.507 -0.309 -1.295
H 2.420 -1.707 -1.109
C -1.161 1.335 -0.263
C -2.358 0.454 0.144
H -0.844 1.989 0.541
H -0.446 0.660 -0.694
H -1.430 2.023 -1.066
H -2.966 0.898 0.928
H -3.027 0.310 -0.710
H -2.026 -0.523 0.435

Results
Lowest unoccupied orbital energy = 1.2 eV
Total energy = -159.5658 a.u.
Relative energy (zero: lowest compared OMol25 entry of this formula, charge and spin) = 50.3 kJ/mol
Highest occupied orbital energy = -11.4 eV
Net charge = 0
SMILES = CC.CC